Entry from the Open Molecules 2025 dataset: a cluster of 17 separate species, C44H67BN18O5 in total (ωB97M-V/def2-TZVPD).

The geometry in XYZ format:
```
135
Properties=species:S:1:pos:R:3:lowdin_charge:R:1
C -3.89 0.03 5.63 -0.08
C -4.09 0.59 4.08 -0.23
O -3.08 0.11 3.13 -0.04
B -3.39 -1.27 2.66 -0.34
O -4.77 -1.68 2.21 0.03
C -2.26 -2.50 2.62 0.12
C -1.44 -3.04 1.50 -0.02
C -1.42 -2.49 -0.06 -0.12
C -0.42 -1.17 -0.06 -0.21
C 1.12 -1.49 0.42 -0.18
C 1.86 -0.06 0.87 -0.26
N 3.34 -0.28 1.18 -0.05
C -0.51 -4.30 1.99 -0.20
O 0.49 -4.96 1.41 0.01
O -1.02 -4.67 3.33 0.00
C -1.73 -3.48 3.84 -0.20
O -1.87 -3.25 5.17 0.00
H -4.94 0.01 6.17 0.09
H -3.44 -1.05 5.68 0.07
H -3.12 0.76 6.14 0.08
H -4.02 1.78 4.17 0.13
H -5.20 0.35 3.79 0.12
H -4.93 -2.52 2.75 0.09
H -0.99 -3.26 -0.83 0.12
H -2.49 -2.10 -0.40 0.13
H -0.37 -0.67 -1.12 0.06
H -0.90 -0.37 0.68 0.13
H 1.22 -2.20 1.34 0.10
H 1.76 -1.97 -0.45 0.11
H 1.74 0.75 0.03 0.11
H 1.38 0.34 1.88 0.10
H 3.94 0.26 0.51 0.01
H 3.60 -1.29 1.15 0.00
C 1.26 2.08 5.20 -0.11
C 0.81 2.51 3.82 -0.19
N 0.44 2.87 2.67 -0.02
H 1.99 1.26 5.12 0.02
H 1.73 2.92 5.72 0.06
H 0.40 1.73 5.79 0.04
C 6.78 -3.71 0.62 -0.08
C 5.35 -3.57 1.10 -0.17
N 4.15 -3.44 1.50 0.11
H 7.42 -2.97 1.12 0.08
H 7.15 -4.71 0.86 0.08
H 6.83 -3.56 -0.46 0.01
C 4.54 -2.75 5.30 -0.11
C 4.06 -1.34 5.61 -0.18
N 3.67 -0.17 5.86 0.09
H 4.95 -2.80 4.29 0.05
H 5.31 -3.05 6.01 0.07
H 3.70 -3.45 5.37 0.02
C -2.75 0.68 -3.32 -0.08
C -1.68 -0.39 -3.19 -0.18
N -0.79 -1.28 -3.08 0.10
H -3.52 0.54 -2.55 0.07
H -2.30 1.67 -3.19 0.07
H -3.21 0.62 -4.31 0.04
C -3.87 -7.55 3.06 -0.07
C -4.35 -6.14 3.36 -0.17
N -4.75 -4.97 3.62 0.12
H -3.46 -7.59 2.04 0.08
H -3.10 -7.85 3.77 0.08
H -4.71 -8.25 3.13 0.08
C 1.08 2.15 -5.06 -0.10
C -0.26 2.80 -5.37 -0.21
N -1.37 3.34 -5.63 0.06
H 1.78 2.33 -5.88 0.07
H 1.49 2.57 -4.13 0.04
H 0.95 1.08 -4.93 0.02
C 1.16 -0.45 -8.52 -0.08
C 1.75 -0.47 -7.12 -0.18
N 2.23 -0.49 -5.96 0.09
H 1.84 -0.96 -9.22 0.08
H 0.20 -0.97 -8.53 0.03
H 1.02 0.58 -8.86 0.08
C -5.48 4.67 4.90 -0.12
C -5.60 3.77 6.12 -0.21
N -5.70 3.03 7.13 0.08
H -4.51 5.18 4.91 0.08
H -5.57 4.08 3.99 0.04
H -6.27 5.43 4.92 0.05
C -9.41 5.05 3.61 -0.06
C -8.00 5.17 3.06 -0.18
N -6.83 5.26 2.60 0.10
H -9.50 4.16 4.23 0.08
H -9.64 5.93 4.22 0.08
H -10.13 4.99 2.79 0.08
C -5.55 1.65 -6.46 -0.07
C -5.67 0.75 -5.24 -0.20
N -5.77 0.00 -4.23 0.10
H -4.58 2.15 -6.46 0.07
H -5.64 1.05 -7.37 0.08
H -6.34 2.40 -6.44 0.08
C 4.04 -3.60 -2.92 -0.05
C 5.39 -2.99 -2.57 -0.17
N 6.51 -2.48 -2.29 0.09
H 3.38 -3.53 -2.05 0.07
H 3.60 -3.06 -3.75 0.08
H 4.17 -4.65 -3.19 0.08
C -1.92 -3.33 -7.10 -0.07
C -0.90 -3.33 -8.22 -0.20
N -0.05 -3.32 -9.15 0.10
H -1.54 -3.91 -6.25 0.08
H -2.12 -2.31 -6.77 0.07
H -2.85 -3.78 -7.44 0.08
C 3.84 5.19 1.71 -0.07
C 2.65 4.30 2.04 -0.01
N 1.66 3.56 2.30 0.03
H 4.15 5.03 0.67 0.06
H 3.57 6.24 1.84 0.08
H 4.68 4.95 2.37 0.07
C 7.03 1.06 -0.61 -0.07
C 5.69 1.71 -0.92 -0.19
N 4.58 2.25 -1.18 0.10
H 7.73 1.24 -1.43 0.08
H 7.44 1.48 0.31 0.08
H 6.90 -0.02 -0.48 0.06
C 1.80 5.08 -1.19 -0.07
C 2.23 4.98 -2.64 -0.17
N 2.58 4.90 -3.85 0.10
H 0.71 4.95 -1.11 0.09
H 2.29 4.30 -0.60 0.04
H 2.07 6.06 -0.78 0.08
C 1.61 -6.55 5.54 -0.06
C 2.96 -5.94 5.88 -0.16
N 4.08 -5.43 6.16 0.10
H 0.95 -6.48 6.40 0.08
H 1.17 -6.01 4.70 0.06
H 1.74 -7.60 5.26 0.08
C 2.23 7.12 -6.50 -0.09
C 2.66 7.03 -7.96 -0.22
N 3.01 6.95 -9.17 0.07
H 1.14 7.00 -6.43 0.07
H 2.72 6.35 -5.92 0.03
H 2.50 8.10 -6.10 0.07
```

Output
energy above the lowest of the compared OMol25 structures with the same formula, charge and spin	1960.6	kJ/mol
E	-3102.49263	hartree
Kohn-Sham gap	3.9	eV
LUMO	-1.057	eV